Entry 1:
ORCA calculation (the ωB97M-V functional and the def2-TZVPD basis) on a molecular structure, C36H63AlF5O22S in a non-equilibrium geometry.

Atoms and positions in Å:
C1 6.210 -1.821 1.522
O1 5.793 -3.076 1.029
C2 5.473 -3.955 2.089
C3 4.789 -5.193 1.516
C4 3.256 -5.003 1.524
C5 2.550 -6.170 0.792
C6 1.422 -5.694 -0.157
C7 0.067 -6.226 0.316
C8 -1.124 -5.749 -0.542
Al1 -2.630 -4.924 0.501
C9 -3.858 -4.102 -0.900
O2 -5.186 -3.782 -0.437
C10 -5.355 -2.393 -0.296
C11 -1.953 -3.407 1.652
C12 -1.672 -3.422 3.028
C13 -1.234 -2.282 3.702
C14 -1.039 -1.075 3.032
C15 -1.273 -1.038 1.659
C16 -1.725 -2.180 0.999
S1 -3.957 -6.513 1.616
O3 -5.272 -5.959 1.891
O4 -4.020 -7.723 0.806
C17 -3.367 -7.116 3.304
F1 -4.172 -8.156 3.611
F2 -3.555 -6.202 4.266
C18 -1.917 -7.669 3.372
F3 -1.562 -8.248 2.247
F4 -1.859 -8.619 4.323
F5 -1.043 -6.738 3.724
H1 6.336 -1.153 0.675
H2 5.436 -1.407 2.175
H3 7.141 -1.916 2.087
H4 6.363 -4.253 2.655
H5 4.754 -3.458 2.747
H6 5.063 -5.347 0.475
H7 5.000 -6.082 2.109
H8 2.897 -4.962 2.550
H9 3.061 -4.060 1.017
H10 3.256 -6.821 0.279
H11 2.072 -6.774 1.563
H12 1.360 -4.605 -0.157
H13 1.625 -6.012 -1.180
H14 -0.055 -5.899 1.351
H15 0.109 -7.313 0.251
H16 -1.567 -6.553 -1.133
H17 -0.808 -4.974 -1.247
H18 -3.972 -4.875 -1.670
H19 -3.373 -3.242 -1.375
H20 -4.406 -1.926 -0.031
H21 -5.779 -1.963 -1.211
H22 -6.051 -2.196 0.521
H23 -1.798 -4.340 3.588
H24 -1.052 -2.321 4.770
H25 -0.716 -0.175 3.540
H26 -1.103 -0.121 1.109
H27 -1.896 -2.110 -0.069
C19 -5.163 2.265 -2.235
O5 -4.394 2.888 -1.198
C20 -4.344 2.158 -0.074
O6 -4.868 1.092 0.088
O7 -3.610 2.807 0.830
C21 -3.474 2.097 2.071
H28 -5.145 2.947 -3.081
H29 -4.718 1.316 -2.530
H30 -6.191 2.116 -1.913
H31 -2.981 1.140 1.912
H32 -4.448 1.948 2.533
H33 -2.859 2.719 2.716
C22 0.088 5.014 5.038
O8 -0.644 3.789 5.073
C23 -0.614 3.157 6.246
O9 -0.040 3.531 7.236
O10 -1.329 2.041 6.126
C24 -1.390 1.241 7.309
H34 -0.025 5.411 4.034
H35 -0.319 5.725 5.755
H36 1.143 4.837 5.240
H37 -1.858 1.793 8.121
H38 -0.394 0.913 7.601
H39 -1.997 0.375 7.063
C25 -2.551 1.260 -6.319
O11 -3.386 0.563 -5.393
C26 -3.813 -0.628 -5.825
O12 -3.555 -1.123 -6.891
O13 -4.565 -1.161 -4.870
C27 -5.102 -2.454 -5.169
H40 -2.279 2.199 -5.844
H41 -1.649 0.688 -6.528
H42 -3.088 1.464 -7.243
H43 -4.304 -3.175 -5.329
H44 -5.752 -2.411 -6.042
H45 -5.683 -2.758 -4.304
C28 1.249 6.702 -3.437
O14 0.450 6.182 -2.377
C29 -0.125 5.005 -2.654
O15 -0.011 4.401 -3.689
O16 -0.839 4.635 -1.600
C30 -1.520 3.380 -1.750
H46 1.654 7.651 -3.094
H47 2.074 6.032 -3.672
H48 0.644 6.877 -4.325
H49 -0.799 2.578 -1.908
H50 -2.225 3.425 -2.575
H51 -2.049 3.204 -0.830
C31 -0.978 12.692 -6.261
O17 -1.663 11.448 -6.113
C32 -1.507 10.878 -4.917
O18 -0.860 11.323 -4.005
O19 -2.189 9.735 -4.910
C33 -2.112 9.011 -3.679
H52 -1.188 13.041 -7.268
H53 -1.346 13.422 -5.542
H54 0.095 12.557 -6.142
H55 -2.528 9.595 -2.861
H56 -1.083 8.734 -3.459
H57 -2.703 8.108 -3.803
C34 9.652 -1.415 -0.078
O20 9.896 -0.584 1.061
C35 10.931 0.241 0.927
O21 11.644 0.334 -0.038
O22 11.044 0.950 2.051
C36 12.123 1.885 2.047
H58 8.789 -2.030 0.160
H59 9.423 -0.811 -0.953
H60 10.506 -2.059 -0.278
H61 11.993 2.619 1.254
H62 13.076 1.372 1.931
H63 12.099 2.388 3.010

Atomic forces in eV per Å
-0.334 -0.246 -0.049
0.196 0.125 0.013
-0.181 -0.691 -0.352
-1.119 0.465 0.386
0.761 -0.782 -0.660
-0.598 0.744 0.252
0.003 -0.324 0.449
-0.122 0.170 -1.053
-0.433 -0.025 0.708
0.737 1.348 -1.082
-0.123 -1.157 0.544
0.123 0.417 -0.137
-0.173 -0.333 0.228
0.007 -0.045 0.285
0.057 0.370 -0.221
0.013 0.210 0.061
-0.176 -0.427 -0.364
-0.027 -0.297 0.190
0.093 -0.061 0.126
-1.117 -0.012 -0.815
0.215 0.340 0.759
0.695 -0.278 0.175
-0.272 -0.776 0.004
-0.159 -0.156 -0.146
0.300 0.459 0.015
-0.697 -0.473 0.811
0.322 0.108 -0.609
0.061 -0.115 0.316
0.345 0.528 -0.300
0.137 0.026 -0.066
0.045 0.123 0.100
0.117 0.129 0.041
0.154 0.317 0.046
0.163 0.075 0.306
0.453 -0.086 0.014
0.355 -0.085 -0.084
-0.045 0.292 0.094
-0.228 0.123 0.087
0.173 0.094 -0.080
0.068 -0.280 -0.013
0.122 0.108 -0.087
-0.114 0.002 -0.113
0.107 -0.259 0.182
-0.024 -0.133 0.477
0.202 -0.137 -0.123
0.003 0.090 -0.051
-0.037 0.115 -0.218
-0.059 0.073 -0.118
-0.025 0.306 -0.092
0.205 0.228 -0.084
-0.105 -0.065 0.024
-0.045 0.029 0.110
0.022 -0.074 0.043
0.050 -0.033 0.176
-0.003 0.034 -0.087
-0.049 0.014 -0.055
-0.038 0.021 -0.277
-0.205 -0.093 0.195
-0.038 0.001 -0.038
-0.126 -0.104 -0.012
-0.012 0.094 -0.049
0.177 -0.001 0.266
0.081 0.077 0.067
-0.054 -0.043 0.070
0.032 -0.088 0.055
-0.132 -0.040 -0.005
-0.024 -0.083 -0.074
0.012 0.089 -0.101
0.061 0.160 -0.107
-0.025 0.038 -0.077
-0.033 -0.094 -0.054
-0.002 0.022 0.008
-0.019 0.009 -0.020
-0.071 -0.195 0.103
-0.071 -0.105 -0.030
0.059 -0.045 0.081
-0.019 0.001 0.107
0.089 0.051 0.018
0.019 0.089 0.041
-0.009 0.047 -0.130
0.121 0.175 -0.037
-0.029 0.038 0.015
0.009 -0.044 0.080
-0.010 0.030 -0.023
-0.086 0.024 0.063
-0.116 -0.226 0.082
-0.048 -0.041 0.105
-0.047 -0.048 -0.068
0.022 -0.098 -0.035
0.033 0.052 -0.092
0.104 0.040 -0.074
0.063 0.137 0.088
0.146 0.211 -0.137
0.025 0.060 0.019
-0.058 -0.010 0.071
0.006 0.019 -0.038
0.019 0.017 -0.005
0.260 -0.212 -0.079
-0.090 -0.024 0.168
-0.087 -0.089 -0.055
0.022 -0.128 -0.043
0.015 0.061 -0.149
0.051 0.006 -0.067
-0.007 0.199 0.196
0.046 0.162 -0.121
-0.017 0.000 -0.033
-0.027 -0.041 -0.025
0.015 0.013 0.002
-0.040 -0.038 -0.025
-0.042 -0.217 0.198
-0.072 -0.108 -0.018
0.066 -0.037 0.072
-0.010 0.008 0.103
0.109 0.076 0.004
0.017 0.103 0.053
-0.028 0.047 -0.188
-0.167 -0.210 -0.170
-0.033 -0.023 0.031
-0.050 -0.022 0.026
0.019 0.009 -0.004
-0.010 0.008 0.036
0.104 0.147 0.101
-0.001 0.065 0.153
0.118 0.036 -0.009
0.066 0.097 -0.031
0.045 -0.064 -0.068
-0.012 0.000 -0.103
-0.105 -0.073 0.031

Properties
E_LUMO: 1.63 eV
Orbital gap: 6.50 eV
Strongest force on any atom: 1.88 eV Å⁻¹
Net charge: -1
Highest occupied orbital energy: -4.87 eV
E_tot: -114419.447 eV

Results of the Löwdin charge analysis, in e, for atoms 1 through 8:
1. C -0.122
2. O -0.190
3. C -0.255
4. C -0.179
5. C -0.203
6. C -0.196
7. C -0.213
8. C -0.300


Entry 2:
ORCA calculation (the ωB97M-V functional and the def2-TZVPD basis) on a molecular structure, C36H65B2F4GeN6OS5SeTi in a non-equilibrium geometry.

Atoms and positions in Å:
Ti1 -0.101 -0.730 0.251
C1 2.037 -3.082 4.248
C2 0.702 -2.505 3.767
C3 0.272 -3.472 2.649
C4 0.731 -1.047 3.477
C5 1.238 -0.049 4.304
C6 0.717 1.171 3.815
C7 1.154 2.594 4.199
C8 0.155 3.633 4.718
C9 2.087 3.166 3.112
N1 -0.037 0.837 2.719
N2 -0.007 -0.506 2.467
B1 -0.893 1.814 1.830
N3 -2.122 1.162 1.317
N4 -2.061 0.171 0.391
C10 -3.326 -0.211 0.165
C11 -4.206 0.585 0.917
C12 -3.421 1.439 1.643
C13 -3.957 2.344 2.733
C14 -3.757 3.894 2.573
C15 -3.431 1.965 4.156
C16 -3.505 -1.340 -0.817
C17 -4.149 -0.964 -2.179
C18 -4.330 -2.454 -0.180
N5 -0.012 2.220 0.628
N6 0.883 1.351 0.171
C19 1.767 2.030 -0.593
C20 1.339 3.352 -0.692
C21 0.224 3.443 0.123
C22 -0.636 4.659 0.456
C23 -1.975 4.696 -0.188
C24 0.112 5.908 0.105
C25 3.033 1.281 -1.007
C26 3.508 1.768 -2.366
C27 4.166 1.361 0.006
H1 1.922 -4.060 4.644
H2 2.478 -2.515 5.090
H3 2.831 -3.079 3.485
H4 -0.060 -2.648 4.529
H5 0.843 -3.302 1.783
H6 -0.790 -3.477 2.464
H7 0.606 -4.416 3.038
H8 1.846 -0.234 5.162
H9 1.818 2.337 4.989
H10 -0.388 4.138 3.928
H11 0.716 4.461 5.201
H12 -0.550 3.220 5.429
H13 1.543 3.317 2.165
H14 2.884 2.476 2.827
H15 2.517 4.141 3.373
H16 -1.190 2.843 2.446
H17 -5.243 0.517 0.958
H18 -5.015 2.200 2.687
H19 -2.966 4.199 3.194
H20 -4.666 4.351 2.963
H21 -3.612 4.235 1.540
H22 -2.359 1.744 4.135
H23 -3.950 1.090 4.590
H24 -3.723 2.786 4.836
H25 -2.552 -1.724 -1.047
H26 -3.941 -1.673 -2.968
H27 -3.766 -0.020 -2.498
H28 -5.241 -0.863 -2.108
H29 -5.262 -2.052 0.311
H30 -3.743 -2.990 0.576
H31 -4.626 -3.216 -0.932
H32 1.947 4.095 -1.160
H33 -0.820 4.707 1.532
H34 -1.897 4.728 -1.294
H35 -2.632 5.456 0.200
H36 -2.485 3.729 0.005
H37 0.238 5.922 -1.001
H38 1.108 5.933 0.562
H39 -0.344 6.891 0.367
H40 2.852 0.231 -1.075
H41 3.669 2.808 -2.296
H42 2.858 1.598 -3.214
H43 4.463 1.368 -2.608
H44 4.635 2.391 -0.049
H45 4.905 0.633 -0.301
H46 3.879 1.222 1.052
O1 -0.832 -2.397 0.143
H47 -0.289 -3.128 -0.200
H48 -2.398 -5.552 -2.308
C28 3.069 -1.592 -6.068
Ge1 1.304 -1.122 -5.309
C29 -0.105 -2.363 -5.802
C30 0.876 0.721 -5.931
C31 1.289 -1.021 -3.376
Se1 -0.442 -0.530 -2.638
C32 -0.725 1.403 -2.774
H49 3.059 -1.376 -7.145
H50 3.321 -2.644 -5.892
H51 3.868 -1.032 -5.620
H52 -0.041 -2.521 -6.864
H53 -1.092 -1.965 -5.509
H54 0.097 -3.349 -5.313
H55 0.889 0.897 -7.012
H56 1.454 1.518 -5.463
H57 -0.131 0.736 -5.557
H58 2.187 -0.507 -2.957
H59 1.411 -2.049 -2.969
H60 0.181 1.909 -2.466
H61 -1.470 1.548 -1.992
H62 -1.036 1.672 -3.783
F1 3.172 -3.325 0.655
B2 3.321 -1.995 0.366
F2 3.904 -1.828 -0.842
F3 3.802 -1.217 1.397
F4 1.805 -1.543 0.120
C33 1.823 -4.732 -3.002
S1 0.067 -4.699 -2.569
C34 0.127 -5.815 -1.182
C35 -0.838 -6.714 -0.972
S2 -2.319 -6.833 -1.933
S3 -0.611 -7.860 0.292
C36 0.847 -7.145 1.003
S4 1.569 -7.503 2.426
S5 1.410 -5.841 0.001
H63 1.957 -3.993 -3.807
H64 2.120 -5.716 -3.432
H65 2.461 -4.484 -2.145

Atomic forces in eV per Å
0.434 -0.583 0.204
1.076 1.816 0.817
0.550 -1.270 -0.586
-0.098 0.471 1.278
-0.788 0.233 -0.880
-0.870 0.852 -0.606
-0.139 -0.747 -1.079
0.209 -0.597 -0.636
0.599 0.431 0.018
-0.579 0.138 -0.979
0.127 1.092 0.514
0.512 0.329 0.920
0.823 1.071 0.923
-1.723 0.357 0.461
-0.620 0.470 0.671
0.740 -0.141 -1.081
1.251 -0.721 -0.683
0.742 -0.154 0.376
1.389 0.727 0.293
-1.154 -1.099 -0.915
-1.095 -0.321 -0.092
-2.116 0.022 -0.365
-0.468 0.382 0.915
-0.653 -0.532 0.424
-0.494 1.010 -0.146
0.877 -0.778 -0.520
-0.034 -1.745 0.799
1.036 -0.326 0.147
-0.920 0.780 0.113
0.752 0.347 0.924
-0.982 -2.210 -1.378
1.064 1.340 -1.012
-0.621 0.683 -0.477
-0.144 -0.178 0.245
0.496 2.136 0.042
-0.246 -1.039 0.083
-0.261 0.041 -0.260
-0.549 -0.083 -0.073
0.046 0.165 0.519
0.535 0.265 -1.238
-0.240 0.049 -0.254
-0.317 -0.812 -0.096
0.213 0.203 0.322
0.507 0.100 1.142
-0.270 -0.177 -0.325
-0.175 -0.609 -0.019
-0.123 -0.080 0.143
0.043 0.100 0.415
0.075 -0.034 0.387
-0.067 -0.276 0.231
0.234 -0.925 -0.342
-1.474 -0.117 0.015
-0.721 -0.332 0.084
1.237 0.578 0.562
-0.004 0.191 -0.010
-0.135 -0.241 0.541
-0.217 0.378 0.215
0.281 0.111 -0.504
0.627 -0.212 -0.206
1.146 -0.391 -0.028
0.187 -0.433 0.031
0.273 0.794 -0.402
0.189 -0.010 0.101
0.846 -0.420 -0.551
-0.145 0.203 0.018
0.063 0.492 0.333
-0.277 0.548 -0.180
0.180 -0.439 0.189
-0.024 0.381 0.501
0.025 0.581 -0.041
0.121 0.408 -0.132
0.131 0.156 0.584
-0.057 -0.101 -0.132
-0.213 -0.944 0.005
-0.794 -0.627 -0.051
0.148 1.480 -0.062
-0.454 -0.190 -0.008
0.879 -0.645 -0.202
-0.328 -0.972 0.047
0.284 -0.170 0.247
-0.130 -0.315 -0.331
0.351 -0.138 -0.455
-0.285 0.219 0.181
0.078 0.060 0.116
-0.518 -0.652 0.036
0.838 0.995 -0.858
0.102 -0.510 0.643
0.233 -0.669 -0.042
1.250 -0.416 0.885
0.052 -0.129 0.685
0.468 -0.576 -0.036
-0.013 -0.178 0.246
-0.110 0.056 -0.249
0.278 0.518 0.273
-0.263 -0.096 -0.516
0.435 -0.351 -0.163
-0.373 0.765 -0.293
-0.098 -0.291 0.208
0.047 -0.180 0.186
-0.743 0.676 -0.097
-1.013 -0.007 -0.210
-0.261 0.508 -0.186
0.051 0.165 -0.150
-0.222 0.245 -0.266
-0.130 0.101 0.306
0.086 -0.155 0.371
-0.954 -0.213 0.626
0.488 0.497 -0.670
-0.294 -0.402 -0.505
0.335 0.260 0.052
0.493 -0.434 -0.713
0.564 -0.080 0.740
0.027 0.076 -0.328
-0.524 0.124 -0.681
-0.069 -0.490 0.099
0.230 -0.173 1.083
-0.441 0.360 -0.405
-0.281 -0.262 -0.452
0.429 0.316 0.048
0.008 -0.151 0.396
-0.303 0.609 0.475
-0.170 0.086 -0.295

Properties
E_LUMO (spin up / spin down): -0.07 / -0.06 eV
Orbital gap (spin up / spin down): 7.84 / 7.84 eV
Strongest force on any atom: 2.78 eV Å⁻¹
Highest occupied orbital energy (spin up / spin down): -7.91 / -7.91 eV
2S+1: 2
E_tot: -260762.861 eV
Relative energy (zero: lowest compared OMol25 entry of this formula, charge and spin): 0.000 eV

Results of the Löwdin charge analysis, in e, for atoms 1 through 8:
1. Ti 0.982
2. C -0.057
3. C -0.324
4. C -0.068
5. C -0.221
6. C 0.055
7. C -0.138
8. C -0.321